DFT (the ωB97M-V functional and the def2-TZVPD basis) results for C8H9InNO4 as an isolated structure at a distorted geometry.

The geometry in ORCA input format:
```
! wB97M-V def2-TZVPD RIJCOSX def2/J DEFGRID3
* xyz 1 1
In 3.203 -0.365 2.683
O 1.983 1.703 0.997
C 0.864 2.400 1.599
C 0.746 2.587 3.190
O 1.228 1.530 4.006
H -0.067 1.909 1.319
H 0.865 3.374 1.110
H -0.319 2.737 3.363
H 1.197 3.515 3.542
C -1.484 -0.653 -3.149
C -0.747 0.164 -2.296
C -0.220 -0.321 -1.123
C -0.254 -1.727 -0.833
C -0.990 -2.558 -1.723
C -1.641 -1.985 -2.837
N 0.316 -2.333 0.420
O 1.019 -1.580 1.104
O 0.098 -3.506 0.664
H -2.043 -0.232 -3.972
H -0.858 1.223 -2.474
H 0.343 0.408 -0.558
H -1.032 -3.628 -1.576
H -2.209 -2.662 -3.457
*
```

Its total energy is -23279.665 eV. As for the HOMO energy: -12.73 eV. As for the HOMO-LUMO gap: 4.38 eV. The energy above the lowest of the compared OMol25 structures with the same formula, charge and spin is 48.5 kcal/mol. The LUMO energy comes out at -8.348 eV. The value obtained for the strongest force on any atom is 0.14797 hartree/bohr.